(1)
ORCA calculation (ωB97M-V/def2-TZVPD) on one molecule with the formula C7H10 at a distorted geometry.

Calculated values
2S+1: 1
HOMO-LUMO gap (spin up / spin down), eV: 5.54 / 5.26
Largest force on an atom, eV/Å: 3.38
M, g mol⁻¹: 94.2
Highest occupied orbital energy (spin up / spin down), eV: -5.95 / -5.65

Element x y z (Å)
C  -0.37656  -0.96502  -1.40681
C  0.38938  -2.21120  -1.21700
C  -0.26235  0.00603  -0.42826
C  -1.25137  0.92245  0.21005
C  -0.06312  1.62541  0.88765
C  0.67157  0.69045  1.77617
C  0.89667  0.59150  0.27714
H  -1.36324  -1.05933  -1.87063
H  0.33888  -0.89996  -2.34774
H  -0.20297  -3.07796  -0.92544
H  1.37465  -2.09451  -0.80013
H  -1.80529  1.53795  -0.49410
H  -1.97581  0.46633  0.91172
H  0.07014  2.69968  0.93339
H  0.16143  -0.10442  2.31570
H  1.50873  1.13190  2.31430
H  1.88927  0.74071  -0.13600

Cartesian forces (eV/Å) of the 3 atoms listed first:
0.463 -0.128 -3.343
-0.291 -1.862 1.338
0.622 0.603 1.121

---

(2)
ORCA calculation (ωB97M-V/def2-TZVPD) on C3H4ClN3 as an isolated structure at a distorted geometry.

Calculated values
2S+1: 1
HOMO-LUMO gap, eV: 9.93
Largest force on an atom, eV/Å: 5.44
M, g mol⁻¹: 117.5
Highest occupied orbital energy, eV: -9.78

Element x y z (Å)
C  -0.02936  -1.42222  -1.99052
C  -0.59990  -0.28846  0.35920
C  0.60186  1.60556  0.93443
N  0.78104  -1.26936  -2.77919
N  0.20021  0.55035  0.07465
N  -0.84883  -1.54970  -0.98105
Cl  -1.55808  -0.79211  1.72498
H  1.40890  1.95595  0.47006
H  0.77729  1.12304  1.89767
H  -0.04849  2.51297  0.81585
H  -0.68465  -2.42602  -0.52607

Cartesian forces (eV/Å) of the 3 atoms listed first:
0.518 0.472 0.723
-1.380 -4.480 -2.754
-2.497 -0.065 0.868

---

(3)
ORCA calculation (ωB97M-V/def2-TZVPD) on one molecule with the formula C15H22O2 at a distorted geometry.

Calculated values
2S+1: 1
HOMO-LUMO gap, eV: 9.76
Largest force on an atom, eV/Å: 5.90
M, g mol⁻¹: 234.3
SMILES string: C=C(CO)[C@@H]1CC[C@@]2(C1)C(C)=CC(=O)C[C@H]2C
Highest occupied orbital energy, eV: -9.16

Element x y z (Å)
C  3.73763  -0.89387  -0.73895
C  2.43650  -1.09751  -1.17417
C  2.25536  -2.15058  -2.15901
O  2.14216  -3.33540  -1.41039
C  1.36830  -0.16381  -0.81349
C  1.58037  1.13126  -0.13607
C  0.31383  1.61880  0.47805
C  -0.60854  0.38861  0.47396
C  0.36186  -0.73314  0.12991
C  -1.15177  0.43751  1.95633
C  -0.34591  -0.17387  3.07971
C  -2.37524  0.87415  2.33755
C  -3.30242  1.41649  1.36573
O  -4.29768  1.94134  1.83390
C  -3.11022  1.16151  -0.16513
C  -1.85977  0.20669  -0.46356
C  -1.67584  0.37441  -1.94723
H  4.01408  -0.16447  -0.03693
H  4.53274  -1.52073  -1.13835
H  1.32231  -1.99693  -2.72065
H  3.14612  -1.96069  -2.87951
H  2.46129  -3.12918  -0.55431
H  0.98460  0.01555  -1.75021
H  1.86853  1.75230  -0.97123
H  2.49399  1.13444  0.56300
H  -0.24851  2.39902  -0.21519
H  0.43614  2.14024  1.39507
H  0.82816  -1.05155  1.06224
H  -0.16977  -1.63496  -0.23410
H  0.69128  -0.01922  2.90909
H  -0.47585  -1.26849  3.12211
H  -0.50476  0.34408  4.01667
H  -2.84335  0.81372  3.36929
H  -3.98764  0.65150  -0.49428
H  -3.00855  2.05358  -0.82781
H  -2.22397  -0.74147  -0.22263
H  -1.10846  1.30452  -2.11189
H  -2.61327  0.35837  -2.59367
H  -1.06376  -0.48224  -2.33383

Cartesian forces (eV/Å) of the 3 atoms listed first:
-2.495 -1.450 -1.554
4.902 2.668 1.900
0.095 0.665 -1.228

---

(4)
ORCA calculation (ωB97M-V/def2-TZVPD) on an isolated ion of composition C4H11N2O and charge +1 at a distorted geometry.

Calculated values
2S+1: 1
HOMO-LUMO gap, eV: 11.86
Total charge: +1
Largest force on an atom, eV/Å: 1.02
M, g mol⁻¹: 103.1
SMILES string: CC[NH2+]CC(N)=O
Highest occupied orbital energy, eV: -14.96

Element x y z (Å)
C  -1.78147  1.48128  -0.60761
C  -1.65465  0.18659  0.19282
N  -0.57855  -0.71093  -0.38601
C  0.80755  -0.15257  -0.44329
C  1.62584  -1.02781  0.52212
N  2.77382  -0.52519  0.99703
O  1.14102  -2.09755  0.84093
H  -0.90351  2.10544  -0.41743
H  -2.69385  2.02316  -0.37385
H  -1.73029  1.24892  -1.67698
H  -1.34083  0.37131  1.21600
H  -2.55947  -0.41404  0.13575
H  -0.44102  -1.52950  0.23966
H  -0.85688  -1.02446  -1.31300
H  0.84834  0.89725  -0.17402
H  1.18583  -0.25946  -1.45912
H  2.98577  0.45641  0.92969
H  3.17236  -1.02887  1.77730

Cartesian forces (eV/Å) of the 3 atoms listed first:
0.875 -0.497 -0.176
0.216 0.179 -0.523
0.069 0.714 0.068

---

(5)
ORCA calculation (ωB97M-V/def2-TZVPD) on one molecule with the formula C7H10NOPS at a distorted geometry.

Calculated values
2S+1: 3
HOMO-LUMO gap (spin up / spin down), eV: 7.66 / 6.21
Largest force on an atom, eV/Å: 4.79
M, g mol⁻¹: 187.2
Highest occupied orbital energy (spin up / spin down), eV: -7.06 / -8.82

Element x y z (Å)
C  -5.22925  1.05428  -0.19552
C  -4.18816  0.41704  -0.27267
C  -2.29960  -0.13938  1.06715
C  -2.97338  -0.34034  -0.19733
C  -2.62408  -1.45959  -0.88875
C  1.15477  1.25843  -0.25248
C  2.89332  -0.33954  0.39411
N  1.57422  -0.09615  0.04017
O  1.03143  -2.63473  -0.10720
P  0.49209  -1.29424  -0.38159
S  -0.85060  -0.85179  1.55388
H  -6.12790  1.58822  -0.14061
H  -2.85320  0.51424  1.78157
H  -1.87342  -2.23835  -0.76282
H  -2.84723  -1.56600  -1.98426
H  0.04589  1.27965  -0.33144
H  1.29158  1.79132  0.68954
H  1.54119  1.82354  -1.00868
H  3.02500  -0.19908  1.49141
H  3.06832  -1.31878  0.00342
H  3.50652  0.31948  -0.32002

Cartesian forces (eV/Å) of the 3 atoms listed first:
2.674 -1.605 -0.268
-1.993 1.266 -0.628
-1.496 1.146 -0.500

---

(6)
ORCA calculation (ωB97M-V/def2-TZVPD) on a 2-piece molecular cluster, CHClN4OP overall at a distorted geometry.

Calculated values
2S+1: 3
HOMO-LUMO gap (spin up / spin down), eV: 6.99 / 6.06
Total charge: -1
Largest force on an atom, eV/Å: 4.89
M, g mol⁻¹: 151.5
Highest occupied orbital energy (spin up / spin down), eV: -3.70 / -5.49

Element x y z (Å)
C  -1.06967  -0.41896  -0.13146
N  -1.77383  -2.26115  -0.83079
N  -2.07562  -0.97201  -0.82191
N  -0.18632  -1.30732  0.26917
N  -0.63971  -2.45334  -0.15919
O  3.22833  2.18093  0.68628
P  -1.23882  1.25769  0.34539
Cl  0.74260  1.42505  0.74737
H  3.01305  2.54912  -0.10487

Cartesian forces (eV/Å) of the 3 atoms listed first:
-1.434 0.953 -0.319
-0.055 -0.227 -0.071
-0.106 -0.695 -0.033

---

(7)
ORCA calculation (ωB97M-V/def2-TZVPD) on one molecule with the formula C11H18 at a distorted geometry.

Calculated values
2S+1: 1
HOMO-LUMO gap, eV: 9.54
Largest force on an atom, eV/Å: 2.67
M, g mol⁻¹: 150.3
SMILES string: CC(C)=C=C(C)CC=C(C)C
Highest occupied orbital energy, eV: -8.62

Element x y z (Å)
C  -2.01367  -1.56464  1.73726
C  -0.66224  -2.17749  1.35771
C  -0.35947  -3.53806  1.81797
C  0.07863  -1.55828  0.47383
C  0.52190  -0.80053  -0.47867
C  -0.05854  -0.96308  -1.83883
C  1.76837  0.06536  -0.34482
C  1.71635  1.53209  -0.78460
C  0.65863  2.36534  -0.69273
C  0.64212  3.80710  -1.18829
C  -0.60106  2.01279  0.08406
H  -2.19866  -1.40783  2.82144
H  -2.68890  -2.34849  1.24412
H  -2.16282  -0.67543  1.14307
H  -1.14655  -3.91784  2.46648
H  0.52012  -3.45093  2.38395
H  -0.01142  -4.27358  0.98574
H  -0.64249  -0.01778  -2.04672
H  0.55908  -1.17891  -2.67431
H  -0.77820  -1.74298  -1.88064
H  2.24178  0.06935  0.69313
H  2.45200  -0.43276  -1.02602
H  2.61071  1.87271  -1.19547
H  -0.28167  4.17353  -1.67787
H  0.96931  4.48877  -0.37052
H  1.53936  3.89237  -1.83396
H  -0.38748  1.07222  0.70594
H  -0.83791  2.80578  0.79440
H  -1.44726  1.89119  -0.67564

Cartesian forces (eV/Å) of the 3 atoms listed first:
-0.110 -1.637 -0.967
-0.410 1.183 -0.889
0.497 -1.749 -1.135

---

(8)
ORCA calculation (ωB97M-V/def2-TZVPD) on C12H17Br2F3HfINNb as an isolated structure at a distorted geometry.

Calculated values
2S+1: 1
HOMO-LUMO gap, eV: 3.85
Total charge: +3
Largest force on an atom, eV/Å: 5.45
M, g mol⁻¹: 790.4
Highest occupied orbital energy, eV: -17.20

Element x y z (Å)
F  4.13156  -0.92091  0.97526
C  4.55080  -0.12809  -0.03889
F  5.06286  1.00342  0.47568
Br  5.89418  -1.03236  -1.03354
C  3.29202  0.30344  -0.86367
F  3.62837  1.44852  -1.52083
Br  2.73210  -0.95738  -2.20399
C  2.10249  0.66077  0.01984
C  1.40064  -0.46342  0.74077
Nb  -0.61520  -0.46270  -0.20153
C  -0.33071  -2.48563  -1.11138
C  -1.76290  -2.62124  -1.00754
C  -2.22177  -3.60904  0.06468
I  -1.78887  -5.52143  -0.68624
C  -1.43374  1.46286  0.63669
C  -1.17146  2.71351  0.06537
C  -1.63165  3.90940  0.54444
N  -2.42691  4.00255  1.58417
C  -2.72084  2.85481  2.18483
C  -2.24143  1.59450  1.76453
H  1.39798  1.13286  -0.70202
H  2.36927  1.42994  0.74530
H  1.25751  -0.23887  1.80207
H  1.86632  -1.44184  0.69938
H  -1.41860  -1.22930  1.23741
H  -2.28684  -0.43610  -0.97199
H  -0.24769  0.45589  -1.78286
H  0.11305  -2.44780  -2.10411
H  0.26984  -3.15864  -0.49796
H  -2.15122  -2.85445  -2.00467
H  -2.26747  -1.54278  -0.67773
H  -3.29029  -3.56975  0.24404
H  -1.69468  -3.44415  0.99850
H  -0.50625  2.74482  -0.82000
H  -1.32927  4.88211  0.06575
H  -3.37595  2.91489  3.04438
H  -2.52794  0.72880  2.34162
Hf  -0.62729  4.32277  -2.00579

Cartesian forces (eV/Å) of the 3 atoms listed first:
0.044 0.276 -0.081
0.256 -0.123 -0.083
-0.367 -0.285 0.193